(1)
Here is a 2-piece molecular cluster, C4H5NO2 overall at a distorted geometry from OMol25. Energies are from ωB97M-V/def2-TZVPD.

Calculated values
lowest unoccupied orbital energy (spin up / spin down): 0.771 / -0.356 eV
frontier orbital gap (spin up / spin down): 9.23 / 4.92 eV

```
12
Properties=species:S:1:pos:R:3:forces:R:3
C 2.62565 1.58065 0.03741 -2.04 -0.66 0.18
C 0.72778 -1.51844 -0.16677 -0.21 2.80 -0.48
C -1.76116 -0.73752 0.13453 -3.31 -2.40 0.43
C -0.87508 0.39492 -0.10416 -0.34 2.47 0.34
N -0.39883 -0.92423 -0.17131 2.25 -1.46 0.20
O 1.61963 0.92529 -0.09369 2.66 2.16 0.38
O 1.61604 -2.28148 -0.20448 0.53 -2.24 0.28
H 2.62557 2.65237 0.54983 -0.18 -1.23 -0.60
H -2.18327 -1.07368 1.08378 0.70 0.57 0.33
H -2.44127 -1.16420 -0.62106 0.29 0.87 -0.14
H -0.99336 0.93470 -0.98569 -0.29 0.20 -2.18
H -0.56169 1.21163 0.54163 -0.06 -1.08 1.25
```
Positions in Å, forces in eV/Å.

Here are the Mulliken charges for atoms 1 to 6, given in e: C -0.08; C 0.52; C -0.21; C -0.53; N -0.06; O -0.24

=====

(2)
Here is C4H5NO2 in the gas phase from OMol25. Energies are from ωB97M-V/def2-TZVPD.

Calculated values
lowest unoccupied orbital energy: -0.708 eV
frontier orbital gap: 7.95 eV

```
12
Properties=species:S:1:pos:R:3:forces:R:3
O 1.90987 1.12926 1.50169 0.42 -0.56 -0.23
C 2.07070 0.36308 0.59531 0.10 0.44 0.50
C 0.94344 -0.25213 -0.23997 0.00 -0.41 -0.31
O 1.19383 -1.20351 -0.93909 -0.05 0.45 0.32
N -0.36909 0.23740 -0.04187 0.00 0.42 0.04
C -1.46056 -0.65922 -0.46098 -0.27 -0.11 -0.05
C -0.52814 1.48803 0.39664 -0.22 -0.46 0.01
H 3.05539 -0.06116 0.31813 -0.11 0.11 -0.09
H -2.05986 -0.95258 0.40012 0.09 0.06 0.04
H -1.04394 -1.54162 -0.93820 -0.04 0.03 0.01
H -2.09299 -0.12780 -1.17129 0.06 -0.08 0.04
H -1.61866 1.58025 0.57951 0.03 0.11 -0.29
```
Positions in Å, forces in eV/Å.

Here are the Mulliken charges for atoms 1 to 6, given in e: O -0.37; C -0.02; C 0.55; O -0.51; N 0.15; C -0.90

=====

(3)
Here is C4H5NO2 as an isolated structure from OMol25. Energies are from ωB97M-V/def2-TZVPD.

Calculated values
lowest unoccupied orbital energy: 0.658 eV
frontier orbital gap: 9.15 eV

```
12
Properties=species:S:1:pos:R:3:forces:R:3
N -2.05101 -0.22770 -0.04789 -0.14 0.05 -0.10
C -0.72331 0.11317 -0.33960 -0.23 -0.24 -0.09
C 0.40677 -0.90602 -0.47494 0.06 -0.16 -0.12
C 1.24822 -0.02539 0.08958 -0.07 -0.08 0.10
O 2.52352 -0.03431 0.50205 -0.01 -0.14 -0.18
C 0.22858 1.08371 0.19006 0.37 0.24 0.36
O -0.42197 1.25401 -1.11919 0.04 0.02 0.02
H -2.60782 0.57327 0.22354 0.06 -0.07 0.04
H -2.10205 -0.96839 0.64341 0.00 0.17 -0.14
H 0.53390 -1.79259 -1.08570 -0.08 0.04 0.23
H 2.80771 -0.96070 0.51342 0.14 0.25 -0.06
H 0.15746 1.89096 0.90524 -0.16 -0.07 -0.06
```
Positions in Å, forces in eV/Å.

Here are the Mulliken charges for atoms 1 to 6, given in e: N -0.59; C 0.85; C -0.91; C 0.48; O -0.50; C -0.52

=====

(4)
Here is C4H5NO2 in the gas phase at a distorted geometry from OMol25. Energies are from ωB97M-V/def2-TZVPD.

Calculated values
lowest unoccupied orbital energy: 0.679 eV
SMILES string: C=C1COC(=O)N1
frontier orbital gap: 10.05 eV

```
12
Properties=species:S:1:pos:R:3:forces:R:3
C 1.74981 -0.61208 -0.12244 -0.19 1.30 -0.79
C 0.51614 -0.10296 -0.04140 1.04 -4.68 1.71
C 0.01715 1.19948 0.09566 -0.64 4.69 -0.69
O -1.41324 1.18359 0.00499 -0.72 -2.83 0.23
C -1.78984 -0.19691 -0.01151 -1.81 0.29 1.53
O -2.94804 -0.61090 -0.13330 3.80 1.34 0.04
N -0.60468 -0.91899 0.37938 -1.81 -2.06 -3.15
H 2.60684 0.06910 -0.26061 -0.50 -0.62 -0.03
H 1.87874 -1.68169 -0.16617 0.22 -0.02 0.22
H 0.26354 1.87048 -0.70847 0.67 0.04 -0.74
H 0.41982 1.77406 0.94173 -0.64 -0.57 0.51
H -0.69624 -1.97318 0.02212 0.59 3.11 1.16
```
Positions in Å, forces in eV/Å.

Here are the Mulliken charges for atoms 1 to 6, given in e: C -0.97; C 0.61; C -0.33; O -0.30; C 0.46; O -0.55

=====

(5)
Here is C4H5NO2 in the gas phase from OMol25. Energies are from ωB97M-V/def2-TZVPD.

Calculated values
lowest unoccupied orbital energy: 0.564 eV
SMILES string: O=C[C@H]1CN1C=O
frontier orbital gap: 10.65 eV

```
12
Properties=species:S:1:pos:R:3:forces:R:3
O 1.50892 -1.49690 -0.29998 0.00 0.58 -0.32
C 1.37655 -0.32895 -0.57974 0.12 -0.33 0.14
C 0.64528 0.60508 0.35393 0.19 0.01 0.05
C -0.65811 1.25562 0.11464 -0.08 0.18 -0.17
N -0.57219 0.07914 0.98690 -0.23 -0.20 0.08
C -1.02849 -1.10356 0.31860 -0.21 -0.15 -0.38
O -1.40601 -1.13232 -0.82598 -0.10 -0.02 0.58
H 1.83824 0.09839 -1.48687 0.02 0.05 0.08
H 1.34345 1.10209 1.03009 -0.12 -0.08 -0.03
H -1.19173 1.10798 -0.81843 0.27 0.02 0.01
H -0.87560 2.17580 0.65060 0.09 -0.15 -0.11
H -1.02064 -1.99536 0.95560 0.05 0.10 0.06
```
Positions in Å, forces in eV/Å.

Here are the Mulliken charges for atoms 1 to 6, given in e: O -0.43; C -0.06; C -0.01; C -0.34; N -0.40; C 0.17

=====

(6)
Here is C4H5NO2 in the gas phase from OMol25. Energies are from ωB97M-V/def2-TZVPD.

Calculated values
lowest unoccupied orbital energy: 0.402 eV
frontier orbital gap: 9.84 eV

```
12
Properties=species:S:1:pos:R:3:forces:R:3
C -1.59814 -0.20900 -0.56755 -0.06 0.07 0.02
C -0.21891 0.28566 -0.22689 -0.08 0.41 -0.17
C 0.06438 1.47512 0.57889 0.17 -0.27 0.66
O 1.27689 1.22185 1.09504 -0.01 0.14 0.24
C 1.73191 -0.10899 0.88622 0.25 -0.34 0.00
O 2.74116 -0.55649 1.34577 -0.50 0.40 -0.20
N 0.78761 -0.67012 0.08721 0.13 0.06 -0.08
H -1.57118 -0.84885 -1.45496 -0.05 0.13 0.10
H -2.02200 -0.78235 0.25965 0.08 0.07 -0.04
H -2.23927 0.65291 -0.76099 0.01 -0.13 -0.02
H 0.09853 1.08338 -1.00652 0.11 -0.72 -0.53
H 0.89486 -1.60132 -0.28240 -0.04 0.19 0.01
```
Positions in Å, forces in eV/Å.

Here are the Mulliken charges for atoms 1 to 6, given in e: C -1.17; C 0.94; C -0.72; O -0.14; C 0.45; O -0.53

=====

(7)
Here is C4H5NO2 as an isolated structure at a distorted geometry from OMol25. Energies are from ωB97M-V/def2-TZVPD.

Calculated values
lowest unoccupied orbital energy: 0.426 eV
frontier orbital gap: 8.17 eV

```
12
Properties=species:S:1:pos:R:3:forces:R:3
N 1.44288 0.78928 -1.64006 -0.50 -0.28 -0.31
C 0.69995 0.00447 -0.82372 -0.88 0.26 0.21
C 0.22554 0.41499 0.38665 -0.07 -0.04 0.10
C -0.84421 -0.31448 0.91036 -0.24 0.02 -0.22
O -1.26009 -0.24023 2.20437 0.00 0.10 0.36
C -1.30948 -1.20472 -0.01919 0.34 0.32 0.11
O -0.78320 -1.02564 -1.20444 1.59 0.41 0.07
H 2.26273 0.47199 -2.14071 -0.45 -0.34 0.18
H 1.38422 1.79969 -1.56208 -0.26 -0.35 -0.15
H 0.61830 1.27941 0.90806 0.49 -0.25 0.12
H -0.51263 0.09475 2.71397 -0.23 -0.09 0.15
H -1.92402 -2.06952 0.26678 0.23 0.25 -0.62
```
Positions in Å, forces in eV/Å.

Here are the Mulliken charges for atoms 1 to 6, given in e: N -0.39; C -0.04; C -0.26; C 0.30; O -0.54; C -0.08

=====

(8)
Here is C4H5NO2 in the gas phase at a distorted geometry from OMol25. Energies are from ωB97M-V/def2-TZVPD.

Calculated values
lowest unoccupied orbital energy: 0.521 eV
SMILES string: O=C1N[C@@H]1/C=C\O
frontier orbital gap: 10.00 eV

```
12
Properties=species:S:1:pos:R:3:forces:R:3
O 0.07524 2.54553 -1.54525 -0.06 -1.39 -0.05
C -0.18069 1.50599 -0.98536 0.16 1.65 0.90
N -0.53063 1.09421 0.26801 -0.74 2.14 -0.12
C -0.64264 0.12001 -0.89498 2.50 -0.58 2.01
C 0.17908 -1.04884 -0.48253 -1.27 -1.79 -1.67
C 0.91180 -1.17960 0.60907 0.73 -0.04 1.57
O 1.21308 -0.31491 1.67799 -0.77 -0.68 -0.82
H -1.12221 1.68920 0.88865 -0.01 -0.94 -1.06
H -1.47925 -0.25282 -1.34931 -2.71 0.02 -1.11
H -0.14640 -2.03129 -1.04021 1.36 1.90 1.00
H 1.36707 -2.12165 0.83766 0.20 -0.55 -0.29
H 0.35558 -0.00582 2.01625 0.61 0.28 -0.36
```
Positions in Å, forces in eV/Å.

Here are the Mulliken charges for atoms 1 to 6, given in e: O -0.56; C 0.54; N -0.41; C 0.01; C -0.44; C -0.16

=====

(9)
Here is C4H5NO2 in the gas phase at a distorted geometry from OMol25. Energies are from ωB97M-V/def2-TZVPD.

Calculated values
lowest unoccupied orbital energy: 0.694 eV
SMILES string: O=C[C@H]1CN=CO1
frontier orbital gap: 10.56 eV

```
12
Properties=species:S:1:pos:R:3:forces:R:3
O 1.70739 -0.49941 1.74339 -0.42 0.93 -0.43
C 1.15741 0.45313 1.24185 0.08 -0.46 -0.12
C 0.50344 0.45223 -0.14987 0.40 -0.50 0.03
C 0.09566 -0.94616 -0.68031 0.79 -0.21 0.00
N -1.34731 -0.91296 -0.74224 -0.76 0.50 0.20
C -1.71104 0.23205 -0.35001 0.35 -0.46 -0.18
O -0.74160 1.13835 0.01152 -0.72 0.09 -0.19
H 1.02122 1.43708 1.74675 0.21 -0.34 0.15
H 1.12772 1.01517 -0.86354 -0.12 -0.11 0.32
H 0.50476 -1.18031 -1.67093 -0.05 0.19 0.20
H 0.43090 -1.74453 -0.00673 -0.04 0.20 -0.06
H -2.74488 0.55869 -0.28422 0.28 0.16 0.08
```
Positions in Å, forces in eV/Å.

Here are the Mulliken charges for atoms 1 to 6, given in e: O -0.47; C -0.07; C 0.28; C -0.50; N -0.49; C 0.07

=====

(10)
Here is C4H5NO2 in the gas phase at a distorted geometry from OMol25. Energies are from ωB97M-V/def2-TZVPD.

Calculated values
lowest unoccupied orbital energy: 0.843 eV
SMILES string: O=C1N[C@H]2C[C@H]2O1
frontier orbital gap: 10.62 eV

```
12
Properties=species:S:1:pos:R:3:forces:R:3
O 0.31595 -2.28230 1.78344 0.16 4.71 -1.78
C 0.28613 -1.26109 1.04918 -0.46 -3.68 -1.96
N -0.48741 -1.19839 -0.16617 -0.85 0.72 -0.28
C -0.22057 0.09731 -0.88842 0.34 -3.64 -2.05
C -0.43604 1.26541 -0.11571 -3.83 3.85 3.83
C 0.87518 0.66249 -0.04649 -1.74 -0.07 -1.01
O 1.15175 -0.16675 0.95921 0.53 -3.03 3.72
H -1.33725 -1.81445 -0.43464 2.34 1.50 1.22
H -0.08571 0.07374 -2.00422 -0.51 -0.19 1.34
H -0.55175 2.32242 -0.42877 0.24 -1.00 -0.57
H -1.15297 1.15873 0.81577 1.62 -0.08 -1.81
H 1.64268 1.14288 -0.52317 2.16 0.89 -0.65
```
Positions in Å, forces in eV/Å.

Here are the Mulliken charges for atoms 1 to 6, given in e: O -0.57; C 0.43; N -0.25; C -0.11; C -0.45; C -0.18

=====

What energy above the lowest of the compared OMol25 structures with the same formula, charge and spin values result from the calculations? In sequence: 711.27, 351.28, 359.37, 124.65, 222.77, 236.23, 313.27, 358.21, 125.04, 210.89 kJ/mol.
What E values result from the calculations? In sequence: -9806.94302, -9810.67409, -9810.59021, -9813.02290, -9812.00597, -9811.86645, -9811.06801, -9810.60218, -9813.01883, -9812.12910 eV.